{"formula": "C29H27Br4N2O6SrTe", "method": "ωB97M-V/def2-TZVPD", "elements": ["Sr", "O", "C", "C", "N", "C", "C", "O", "O", "C", "C", "O", "O", "H", "H", "H", "H", "H", "H", "H", "H", "H", "Br", "C", "Br", "H", "H", "C", "C", "C", "C", "C", "C", "Br", "C", "C", "Br", "C", "O", "C", "N", "H", "H", "H", "H", "H", "H", "Te", "C", "C", "C", "C", "C", "C", "C", "C", "C", "C", "C", "C", "H", "H", "H", "H", "H", "H", "H", "H", "H", "H"], "xyz": [[0.3719, -1.1933, -0.2584], [-2.6864, -4.8588, 1.5229], [-1.9184, -4.0184, 0.5104], [-0.6063, -4.9154, 0.5408], [0.5781, -4.1261, 0.5891], [0.8689, -4.0375, 2.0615], [0.4158, -2.6199, 2.4194], [0.3976, -2.3211, 3.6079], [-0.1424, -2.1230, 1.4436], [1.5115, -4.6894, -0.3326], [0.8091, -4.1314, -1.7044], [0.2416, -4.8878, -2.4466], [0.7010, -2.8529, -1.6360], [-1.9301, -4.9747, 2.0734], [-1.5629, -2.9975, 0.6988], [-2.4428, -4.1304, -0.4291], [-0.6469, -5.6632, -0.2901], [-0.6908, -5.5923, 1.4125], [1.9457, -4.2378, 2.3585], [0.2241, -4.6963, 2.6831], [1.7492, -5.8026, -0.3333], [2.4773, -4.1190, -0.1307], [2.1890, 1.1597, -2.8919], [0.6944, 1.7784, -3.9358], [0.0795, 3.4210, -3.1657], [-0.0813, 1.0193, -3.8549], [1.0680, 1.9946, -4.9270], [-2.1603, -1.7640, -4.7099], [-3.0729, -0.9386, -3.8199], [-4.3902, -0.5919, -4.2747], [-5.1918, 0.1571, -3.4593], [-4.7474, 0.6509, -2.1933], [-5.4960, 1.4877, -1.3601], [-7.3857, 1.7053, -1.5950], [-4.9095, 1.9597, -0.2117], [-3.6135, 1.6307, 0.1236], [-3.1437, 2.4023, 1.8396], [-2.7847, 0.7188, -0.5719], [-1.6616, 0.2717, -0.2160], [-3.4016, 0.2754, -1.8444], [-2.6429, -0.5012, -2.6833], [-2.7287, -2.4116, -5.3994], [-1.5140, -2.4047, -4.1291], [-1.5564, -1.1017, -5.3453], [-4.7488, -0.9775, -5.2174], [-6.2005, 0.4659, -3.7885], [-5.5214, 2.5149, 0.5099], [1.5046, 2.9894, 1.1911], [1.9364, 2.3438, 3.1303], [2.9935, 1.4751, 3.2457], [3.2689, 0.8923, 4.4685], [2.3977, 1.1614, 5.5380], [1.3433, 2.0360, 5.4287], [1.1201, 2.6389, 4.2044], [3.1865, 4.1347, 0.8397], [4.2853, 3.4807, 0.3523], [5.3209, 4.2093, -0.2106], [5.1675, 5.5883, -0.2859], [4.0341, 6.2478, 0.1685], [3.0254, 5.5082, 0.7428], [3.5788, 1.2162, 2.3730], [4.1138, 0.2286, 4.5992], [2.5594, 0.6395, 6.4971], [0.6959, 2.2178, 6.3010], [0.3074, 3.3771, 4.0781], [4.2984, 2.3925, 0.4012], [6.1633, 3.7365, -0.6584], [5.9000, 6.2072, -0.7960], [3.9655, 7.3340, 0.0610], [2.0908, 6.0116, 1.0911]], "atomic_forces_ev_per_a": [[-0.0680, 3.5639, -3.2375], [-0.7329, 2.6998, -1.4367], [0.7298, -3.4670, 0.5284], [-2.3186, -0.4125, -1.8000], [0.7545, -3.1857, 2.3101], [1.9283, 0.2809, -0.5734], [0.0002, -3.0217, 3.1254], [0.4588, 0.9400, -0.0233], [-1.7961, 2.4136, 2.7299], [2.1262, 1.1609, -1.3191], [0.6178, 0.1740, 2.3543], [-0.0412, -0.7532, -1.1692], [0.7037, -0.9508, -1.8707], [-0.1347, -0.4855, 1.4666], [-1.4228, -0.5472, 0.6363], [-0.1245, 0.1323, -0.1160], [0.2519, 0.9500, 0.2219], [0.2988, 0.2292, -0.3541], [-1.1006, 0.2567, -0.5569], [0.6577, 0.2590, -0.4247], [-0.6658, 1.0684, 0.0883], [-0.7544, -0.8175, -0.6307], [0.3277, -0.4001, 0.0851], [0.0876, 0.0657, 0.4817], [-0.3722, 0.2193, -0.0631], [0.0365, 0.2024, -0.2272], [-0.1958, -0.2085, -0.0772], [-0.4807, 0.1136, -0.3098], [-0.9952, 0.0812, -0.9396], [0.2716, -0.1920, 0.7599], [-0.5857, 0.4671, -0.1960], [1.1408, -0.8070, -1.1309], [-0.0468, -0.0736, 0.6639], [0.2942, 0.1229, -0.1041], [-1.3703, 0.0220, -0.2181], [0.6476, 0.0535, 0.9061], [0.5552, -0.4225, -0.4306], [-0.6057, -0.1676, -0.7232], [0.6578, 0.1565, 0.2683], [-0.5656, 0.2542, -0.2771], [0.6596, 0.4103, 1.3412], [0.0460, 0.3073, 0.3113], [0.3056, -0.0312, 0.2623], [0.0162, -0.1050, 0.1867], [-0.0517, 0.0837, -0.1221], [0.6073, -0.3590, 0.1687], [0.3832, -0.1005, -0.4406], [-1.3942, -0.2510, 0.0002], [-0.3617, 0.1920, -0.4783], [0.6467, -0.6443, 0.3778], [-0.6244, 0.2654, 0.5828], [1.0758, -0.9923, 0.7297], [-0.3608, 0.0465, 0.3650], [-0.8279, 1.0247, -0.0867], [-1.0155, 0.0865, -0.0459], [0.9211, -0.4325, -0.1277], [-0.6618, 0.6736, 0.1449], [0.4031, 0.4737, -0.5792], [0.3559, 0.2880, 0.0774], [-0.8143, 0.7366, 0.4320], [0.1091, 0.0330, 0.0414], [-0.1011, -0.0729, -0.0154], [-0.0266, 0.3470, -0.5706], [0.3147, -0.0275, -0.6087], [0.4387, -0.5934, 0.0734], [0.1912, 0.2537, -0.1483], [0.5603, -0.3059, -0.1247], [0.2019, -0.2506, 0.1058], [-0.0555, -0.3963, 0.0349], [0.8902, -0.6343, -0.3045]], "e_homo_ha": -0.1730, "e_above_lowest_kcal_mol": 0.0, "charge": -1, "total_energy_ev": -334076.38145}

=====

{"formula": "C2H2ClNO2", "method": "ωB97M-V/def2-TZVPD", "elements": ["C", "C", "N", "O", "O", "Cl", "H", "H"], "xyz": [[-0.1445, -0.6687, -0.1937], [-1.0376, 0.1167, 0.5423], [1.8757, 1.3214, -0.2185], [1.0472, -1.0222, 0.0554], [2.2137, 0.2722, -0.2403], [-2.4546, 0.5161, -0.2350], [-0.4367, -0.8691, -1.3517], [-1.0632, 0.3337, 1.6415]], "atomic_forces_ev_per_a": [[-0.5496, 0.4894, -2.8017], [1.7063, -1.0708, 0.9354], [-0.7652, 1.1518, 0.0633], [-2.0160, -2.5328, 1.6217], [2.5395, 1.1317, -0.5046], [-1.5241, 0.5720, -0.5791], [0.0128, 0.5351, 2.5317], [0.5963, -0.2763, -1.2667]], "e_homo_ha": [-0.3169, -0.3074], "e_above_lowest_kcal_mol": 123.5, "total_energy_ev": -20208.25739}

=====

{"formula": "C22H24F3HoNO3P2", "method": "ωB97M-V/def2-TZVPD", "elements": ["C", "C", "C", "C", "C", "C", "C", "C", "C", "C", "C", "C", "C", "H", "H", "H", "H", "H", "H", "H", "N", "Ho", "C", "H", "H", "C", "H", "H", "P", "P", "C", "H", "H", "H", "C", "H", "H", "H", "C", "H", "H", "H", "C", "H", "H", "H", "C", "O", "H", "F", "C", "F", "F", "C", "O", "O"], "xyz": [[-2.2613, 2.7948, -2.6303], [-1.9097, 1.5029, -2.2352], [-0.5329, 1.0932, -2.4666], [0.4142, 2.1287, -2.2184], [0.0599, 3.4550, -2.5101], [-1.2590, 3.7701, -2.8311], [1.6617, 1.7484, -1.6064], [2.0559, 0.3721, -1.8661], [1.0477, -0.5776, -2.1872], [1.2976, -1.9056, -1.7084], [2.6256, -2.3648, -1.7164], [3.6886, -1.4419, -1.7786], [3.3954, -0.0734, -1.7365], [-3.3240, 3.0540, -2.7465], [0.8418, 4.2118, -2.4959], [-1.5441, 4.7674, -3.1864], [2.4521, 2.4919, -1.4392], [2.8558, -3.4310, -1.6172], [4.7413, -1.7885, -1.8197], [4.1827, 0.6847, -1.6471], [-0.1229, -0.1673, -2.7372], [0.5433, 1.0214, 1.8564], [-2.7606, 0.5877, -1.3884], [-2.5995, -0.4711, -1.6578], [-3.8309, 0.8487, -1.4406], [0.1793, -2.6481, -1.0807], [-0.7472, -2.5131, -1.6274], [0.3991, -3.7000, -0.9280], [-2.2097, 0.7097, 0.4470], [-0.1588, -1.8718, 0.6468], [1.1549, -2.7524, 1.5789], [0.9971, -2.6325, 2.6605], [1.0996, -3.8231, 1.3304], [2.1422, -2.3505, 1.3096], [-1.5716, -2.9603, 1.0720], [-1.2140, -3.9937, 1.1769], [-2.0173, -2.6471, 2.0230], [-2.3260, -2.9210, 0.2746], [-2.8647, 2.3866, 0.8137], [-3.9185, 2.4336, 0.4897], [-2.8158, 2.5779, 1.8992], [-2.2844, 3.1547, 0.2784], [-3.5900, -0.2671, 1.1173], [-3.4373, -0.4816, 2.1819], [-4.5176, 0.3129, 1.0084], [-3.7007, -1.2114, 0.5676], [-0.8381, -0.3388, 3.1411], [-1.4373, -0.9394, 3.9108], [1.0541, 1.5733, 0.2149], [2.1973, -0.6881, 4.3290], [2.8082, 0.4726, 3.8753], [1.7302, 1.3987, 3.7907], [3.5924, 0.9256, 4.8258], [3.4159, 0.2288, 2.5005], [4.6382, 0.2003, 2.3986], [2.5217, 0.0537, 1.5847]], "atomic_forces_ev_per_a": [[-0.1490, -0.9782, 0.6699], [-0.0333, 0.0121, -1.1633], [0.9844, -0.1180, -0.0139], [1.2416, -0.2264, 1.0476], [-1.1824, 1.0589, 0.0719], [0.9838, 0.2160, -0.3608], [0.0602, -1.3176, -3.8729], [0.3689, 1.4107, 0.9536], [-0.1037, 1.3771, -0.1477], [1.2406, -0.7411, -1.2946], [-0.9836, 0.4045, 0.4611], [0.6150, 1.3101, -0.4592], [0.5768, -0.9697, 0.2518], [0.4946, 0.0222, 0.4597], [-0.2312, -0.0112, 0.0288], [0.2337, -0.4401, 0.2194], [-0.4263, -0.2445, 0.1869], [-0.2323, 0.3735, 0.3209], [-0.8977, 0.2752, 0.1140], [-0.2364, -0.4423, 0.0839], [-1.7281, -0.7326, 3.3822], [1.0759, -0.4797, -1.2488], [0.7072, -0.2305, -0.4464], [-0.1904, 0.3821, -0.0158], [0.3499, -0.1428, 0.2185], [-0.2561, 0.8957, 0.0630], [-0.1919, -0.1101, -0.1809], [-0.0445, -0.1483, 0.1370], [-0.7999, 1.0943, -0.8196], [0.9843, -1.3414, -0.4425], [0.1475, -0.1462, 0.0342], [0.1353, -0.0475, -0.2132], [0.1323, 0.2930, 0.1589], [-0.3213, -0.1658, 0.1023], [-0.2746, 0.1266, 0.2284], [-0.1120, 0.2768, -0.0856], [-0.0973, -0.2292, -0.2261], [0.1527, -0.0299, 0.2981], [-0.0817, 0.2285, 0.0121], [0.3934, 0.1752, 0.1659], [-0.0854, 0.0335, -0.3243], [-0.1935, -0.2180, 0.1789], [-0.2670, -0.3634, 0.4016], [-0.2148, -0.0662, -0.2293], [0.2402, -0.2228, 0.0120], [0.0374, 0.2692, 0.2563], [-2.9781, -2.6854, 2.8933], [1.5200, 1.4102, -1.9064], [-0.2943, 0.7386, -1.0217], [0.5411, 1.4402, -0.5702], [0.1381, -1.4456, 2.3340], [0.1178, 0.2547, 0.1037], [-0.4778, -0.2233, -0.8059], [2.8308, -0.1007, -1.2032], [-2.3335, 0.0313, 0.4205], [-0.8852, 0.5081, 0.7818]], "spin_multiplicity": 5, "e_homo_ha": [-0.3648, -0.3650], "s_squared": 6.01, "charge": 1, "total_energy_ev": -83355.14679}